{
  "formula": "C2H24O16P",
  "method": "ωB97M-V with the def2-TZVPD basis set",
  "multiplicity": 1,
  "total_charge": -1,
  "orbital_gap_ev": 1.907,
  "species": ["O", "H", "H", "H", "O", "H", "H", "H", "O", "H", "H", "H", "O", "H", "H", "H", "O", "H", "H", "H", "C", "O", "O", "O", "C", "O", "H", "H", "H", "P", "O", "O", "O", "O", "O", "H", "H", "O", "H", "H", "O", "H", "H"],
  "coordinates": [[-3.44437, -1.53612, -3.18957], [-4.14605, -1.86935, -3.75367], [-3.91667, -0.94670, -2.59702], [-3.00775, -2.19125, -2.64024], [-0.59648, 1.87655, 7.14995], [0.19510, 2.41070, 7.05151], [-1.31056, 2.41348, 7.50122], [-0.87098, 1.55331, 6.28869], [-2.51722, -4.01569, 3.77598], [-3.42549, -4.17650, 3.50992], [-1.96592, -4.25672, 3.02794], [-2.40463, -3.06720, 3.87240], [1.29191, 0.14453, 0.19351], [0.58583, 0.06174, 0.83864], [1.06146, 0.70914, -0.54791], [1.55968, -0.72875, -0.10194], [-3.80413, 4.69743, -2.58722], [-3.03074, 4.34920, -3.03691], [-3.57581, 4.63325, -1.65697], [-4.61149, 4.20311, -2.74656], [0.92723, -5.06256, -1.32577], [1.93400, -4.40015, -1.15006], [-0.09874, -4.57913, -0.80979], [0.91523, -6.11091, -1.90914], [1.49200, 2.42176, -5.68097], [0.85828, 2.75995, -4.45159], [2.55855, 2.21390, -5.59509], [0.94148, 1.64987, -6.21876], [1.56992, 3.27190, -6.35868], [-4.13933, 1.81129, 2.31535], [-5.43096, 1.57488, 3.18817], [-3.76204, 3.27544, 2.06280], [-4.66759, 1.08656, 1.04600], [-2.87967, 1.00904, 2.85095], [4.71754, -5.55628, 2.81974], [5.65842, -5.67667, 2.69141], [4.41097, -5.16963, 1.99953], [6.70642, -1.05260, -0.84563], [6.79474, -0.78637, 0.06954], [6.00191, -1.70058, -0.84014], [4.48881, 5.15500, -1.09246], [5.22495, 4.77864, -1.57483], [3.71204, 4.82240, -1.54217]],
  "atomic_forces_ev_per_a": [[0.333, 1.092, -0.583], [-0.542, -1.087, -0.984], [-0.375, 1.478, 1.321], [0.840, -1.459, 0.655], [0.170, -1.248, 1.002], [1.493, 1.003, -0.184], [-1.333, 1.008, 0.707], [-0.635, -0.769, -1.964], [0.259, -0.412, 0.993], [-1.512, -0.284, -0.326], [1.239, -0.753, -1.452], [0.088, 1.730, 0.346], [0.797, 0.328, 0.541], [-1.117, 0.100, 0.735], [-0.410, 0.728, -0.969], [0.408, -1.421, -0.597], [0.294, 1.177, 0.152], [0.915, -0.684, -1.183], [-0.032, -0.011, 1.790], [-0.934, -0.900, -0.307], [-1.344, 0.312, 0.786], [4.890, 3.048, 0.591], [-3.866, 1.757, 1.677], [0.042, -4.433, -2.635], [-1.050, 1.266, 1.892], [0.603, -0.402, -0.945], [0.448, -0.929, 0.307], [0.193, -0.567, -0.293], [-0.461, 0.674, -0.581], [0.580, -0.186, 0.759], [1.136, 0.372, -0.214], [-0.334, -0.421, 0.037], [0.072, -0.301, -0.924], [-0.729, 0.257, -0.045], [-0.003, 0.023, 0.342], [0.201, -0.066, -0.039], [-0.264, 0.036, -0.345], [0.153, 0.136, -0.103], [0.053, 0.080, 0.209], [-0.222, -0.244, -0.115], [0.080, 0.159, 0.298], [0.156, -0.096, -0.141], [-0.281, -0.093, -0.209]],
  "lowdin_charge": [0.252, 0.139, 0.130, 0.144, 0.167, 0.092, 0.099, 0.101, 0.269, 0.136, 0.136, 0.143, 0.337, 0.171, 0.172, 0.168, 0.312, 0.162, 0.169, 0.152, -1.221, -0.048, -0.130, -0.016, -0.452, -0.567, 0.020, 0.022, 0.012, -0.160, -0.386, -0.512, -0.432, -0.568, -0.061, 0.023, 0.033, -0.056, 0.023, 0.030, -0.063, 0.027, 0.031]
}

=====

{
  "formula": "C2H8N3S2",
  "method": "ωB97M-V with the def2-TZVPD basis set",
  "multiplicity": 1,
  "total_charge": 1,
  "orbital_gap_ev": 8.104,
  "species": ["C", "C", "N", "N", "N", "S", "S", "H", "H", "H", "H", "H", "H", "H", "H"],
  "coordinates": [[3.82690, 0.82899, -3.25022], [-1.08920, -0.26119, 0.79113], [-2.26888, -0.10607, 1.43527], [-1.06985, -0.15251, -0.53396], [-2.35259, -0.13616, 2.84220], [2.38387, 0.78055, -2.50542], [0.42584, -0.48634, 1.80759], [4.08886, 0.15875, -4.00951], [4.61180, 1.34063, -2.67278], [-3.19522, 0.00978, 1.02850], [-1.84130, 0.20954, -1.12694], [-0.33870, -0.63174, -1.05956], [-3.19975, -0.61665, 3.07297], [-1.40835, -0.41723, 3.27153], [1.42658, -0.52037, 0.90919]],
  "atomic_forces_ev_per_a": [[-0.643, 0.285, 3.130], [-1.329, 0.418, 0.687], [2.397, -0.699, 0.385], [0.248, -0.117, -1.253], [2.158, 0.792, 0.123], [0.374, 0.102, -0.673], [-1.643, -0.010, -0.302], [0.294, -0.522, -1.469], [-0.088, 0.094, -0.907], [0.707, 0.033, -0.605], [0.644, -0.456, 1.046], [-0.156, 0.478, 0.272], [0.153, -0.692, 0.676], [-2.586, 0.168, -0.589], [-0.530, 0.126, -0.520]],
  "lowdin_charge": [-0.520, -0.588, -0.034, 0.127, 0.045, 0.548, 0.904, -0.015, 0.013, 0.181, 0.158, 0.110, 0.099, 0.075, -0.102]
}

=====

{
  "formula": "C41H40BLaN9O4",
  "method": "ωB97M-V with the def2-TZVPD basis set",
  "multiplicity": 1,
  "total_charge": 1,
  "orbital_gap_ev": 8.974,
  "species": ["La", "C", "C", "C", "C", "N", "N", "B", "N", "N", "C", "C", "C", "C", "C", "C", "C", "C", "C", "C", "N", "N", "C", "C", "C", "C", "C", "C", "C", "C", "C", "C", "C", "C", "C", "C", "C", "C", "H", "H", "H", "H", "H", "H", "H", "H", "H", "H", "H", "H", "H", "H", "H", "H", "H", "H", "H", "H", "H", "H", "H", "H", "H", "H", "H", "H", "O", "C", "N", "C", "O", "C", "C", "C", "C", "N", "C", "H", "H", "H", "H", "H", "H", "H", "H", "O", "C", "C", "C", "C", "O", "N", "H", "H", "H", "H"],
  "coordinates": [[-0.14302, -0.71269, 0.20377], [-5.35837, -1.25878, 3.03914], [-4.36746, -1.78204, 2.07063], [-4.08728, -3.03566, 1.62591], [-2.90036, -2.94580, 0.91416], [-2.46545, -1.72106, 0.94319], [-3.39792, -0.94622, 1.57783], [-3.34750, 0.52275, 1.58804], [-3.29396, 1.00180, 0.09444], [-2.23189, 0.66063, -0.64651], [-2.25247, 1.37438, -1.75954], [-3.44369, 2.17152, -1.79365], [-4.03077, 1.91494, -0.57588], [-5.38670, 2.36263, -0.04444], [-1.24265, 1.12236, -2.76341], [-0.62917, 2.26941, -3.34740], [0.46151, 2.07899, -4.15617], [0.94813, 0.87591, -4.39980], [0.34050, -0.23904, -3.91216], [-0.77419, -0.15105, -3.07868], [-2.14206, 1.16592, 2.35826], [-0.91331, 0.51815, 2.27598], [-0.03366, 1.24759, 2.93407], [-0.64143, 2.38149, 3.50520], [-2.01230, 2.25308, 3.06704], [-3.11983, 3.21223, 3.36823], [1.41988, 0.90117, 2.93604], [2.44041, 1.91550, 2.93267], [3.73249, 1.47934, 2.75583], [4.02585, 0.09991, 2.66267], [3.04901, -0.86214, 2.85919], [1.72007, -0.43917, 2.92237], [-2.09974, -3.94683, 0.13930], [-1.65623, -3.50531, -1.15708], [-0.87001, -4.24056, -1.95089], [-0.32288, -5.45132, -1.43554], [-0.75020, -5.87550, -0.20400], [-1.69646, -5.21725, 0.53415], [-5.95253, -2.13279, 3.34553], [-5.01739, -0.85103, 4.01091], [-6.02236, -0.45592, 2.59160], [-4.59822, -3.94101, 1.92912], [-4.27935, 0.92431, 2.23022], [-3.85434, 2.87015, -2.48105], [-5.86173, 3.03589, -0.75592], [-6.10814, 1.51971, 0.07573], [-5.29936, 2.83777, 0.95459], [-0.93562, 3.33954, -3.21688], [0.88335, 2.97914, -4.63093], [1.74460, 0.73739, -5.11487], [0.75452, -1.21883, -4.14797], [-1.40001, -0.99623, -2.70760], [-0.15196, 3.08016, 4.15625], [-3.76429, 2.63824, 3.99805], [-2.69428, 4.16299, 3.81376], [-3.64633, 3.51172, 2.44859], [2.16621, 3.02044, 2.78148], [4.48027, 2.27282, 2.46372], [5.00943, -0.29444, 2.30964], [3.20809, -1.96596, 2.81044], [1.00670, -1.22828, 3.06499], [-2.10897, -2.55709, -1.51310], [-0.48600, -3.88368, -2.92765], [0.24622, -6.16312, -1.94267], [-0.44283, -6.86452, 0.22608], [-2.18189, -5.52445, 1.43105], [5.03564, 0.58620, -3.25248], [4.71642, 1.88502, -2.96519], [5.39334, 2.36792, -1.77557], [4.73795, 2.79181, -0.69188], [5.31158, 3.22196, 0.28956], [3.15466, 2.85816, -0.56892], [2.60631, 4.00638, -0.08248], [1.29173, 3.97515, 0.31372], [0.59216, 2.81488, 0.15147], [1.10865, 1.73649, -0.38627], [2.37781, 1.71960, -0.70920], [4.37588, -0.09377, -3.08404], [3.62802, 2.07535, -2.88221], [5.02709, 2.60057, -3.73376], [6.41248, 2.40079, -1.76891], [3.24858, 4.82287, 0.09186], [0.78552, 4.85874, 0.67985], [-0.45924, 2.71589, 0.39665], [2.68546, 0.93433, -1.39982], [3.46644, -1.39875, -2.50371], [3.00435, -2.22424, -1.73394], [3.68123, -3.61021, -1.39891], [2.60787, -4.17734, -0.39078], [1.77756, -2.98080, -0.05763], [0.85109, -2.86932, 0.78795], [1.91568, -1.92906, -0.92327], [4.67984, -3.44806, -0.94199], [3.82872, -4.19275, -2.33532], [3.08503, -4.63385, 0.47027], [1.85147, -4.86613, -0.88115]],
  "atomic_forces_ev_per_a": [[-0.189, 0.310, -0.422], [-1.888, 0.064, 0.246], [1.030, 2.022, 0.404], [-0.747, -1.518, 0.787], [0.424, -1.709, -0.296], [0.540, 2.115, -0.825], [0.563, -2.665, 0.598], [-0.499, 1.898, 0.337], [-0.345, 0.480, 0.426], [0.955, -0.133, 0.322], [-2.076, 0.085, -0.501], [1.113, -0.514, 1.007], [-1.407, -0.367, 0.722], [0.085, -0.367, 0.318], [0.813, 2.133, -0.517], [-0.588, 0.014, 0.457], [-0.728, 3.985, -0.120], [1.614, -2.455, -1.582], [-0.412, -2.031, 0.844], [-0.503, 0.159, 0.409], [1.349, -2.286, -0.971], [-0.785, -0.154, -0.770], [0.801, 1.661, 1.006], [-1.345, -1.413, -1.277], [2.047, 2.281, 1.460], [1.004, 0.823, -0.665], [-0.961, 1.351, 0.344], [-1.663, -0.073, -0.915], [1.095, 0.703, -1.054], [1.056, -0.647, -0.344], [-0.249, -0.331, -0.791], [1.137, -0.567, 0.443], [0.454, 0.608, -1.581], [-2.154, 1.802, 1.839], [2.919, -1.737, -1.303], [-1.806, 1.246, 0.576], [-0.003, -2.446, 0.944], [-1.126, 2.504, 0.386], [-0.288, 0.439, -0.234], [0.590, -0.132, -0.798], [0.624, -1.118, 0.450], [-0.076, 0.164, -0.301], [-0.262, 0.132, -0.645], [0.147, 0.165, -0.717], [0.170, 0.207, 0.127], [0.768, 0.355, -0.095], [-0.065, -0.130, -0.677], [-0.173, -1.387, 0.349], [0.000, -0.564, 0.230], [0.336, 0.049, 0.117], [-0.161, 0.186, -0.065], [0.885, 0.422, -0.471], [-0.270, 0.315, 0.018], [-0.903, 0.350, 0.715], [-0.679, -1.358, -0.160], [0.054, -0.230, 0.340], [0.423, -1.904, 0.634], [-0.554, -1.229, 0.609], [-0.618, 0.848, 0.730], [0.308, 1.144, 0.081], [-0.743, 0.041, 0.015], [0.379, -0.591, 0.130], [-0.683, -0.202, 0.572], [1.143, -0.446, -1.287], [-0.005, 0.958, -0.761], [0.358, -0.895, 0.705], [1.060, 0.095, -0.816], [-0.551, 0.972, -0.282], [-0.954, -0.422, -0.160], [-0.941, 0.807, 0.837], [0.243, 0.135, 0.459], [2.572, -1.463, -0.757], [-0.069, -0.428, 0.641], [-0.500, 1.042, -0.090], [-1.297, 0.172, 0.271], [-0.881, -2.017, 0.310], [0.686, 0.671, -1.854], [-0.439, 0.088, 0.359], [0.515, -0.192, 0.254], [0.211, -0.647, -0.550], [-0.505, -0.029, 0.169], [0.474, 1.073, 0.060], [0.068, -0.028, 0.124], [-0.067, 0.321, 0.213], [0.272, -0.500, 0.847], [-0.367, -0.752, -0.149], [1.062, 0.880, 0.307], [-1.518, 0.501, -0.093], [0.512, -0.356, -0.960], [-1.294, 1.646, -0.939], [0.556, -0.957, 0.606], [0.984, -1.707, 0.306], [-0.721, 0.037, -0.212], [-0.219, 0.344, 0.725], [-0.339, -0.231, 0.153], [1.214, 0.522, 0.668]],
  "lowdin_charge": [2.142, -0.026, -0.244, 0.041, -0.251, -0.011, 0.042, -0.533, 0.035, -0.030, -0.265, 0.065, -0.252, -0.005, -0.194, -0.008, -0.107, -0.110, -0.068, -0.067, 0.044, -0.055, -0.302, 0.064, -0.271, 0.000, -0.183, -0.017, -0.065, -0.064, -0.073, -0.113, -0.131, -0.101, -0.072, -0.088, -0.081, -0.019, 0.087, 0.099, 0.101, 0.126, 0.120, 0.110, 0.078, 0.098, 0.072, 0.140, 0.129, 0.125, 0.115, 0.102, 0.111, 0.080, 0.113, 0.075, 0.140, 0.121, 0.124, 0.126, 0.103, 0.100, 0.125, 0.095, 0.137, 0.117, -0.010, -0.283, 0.121, -0.422, 0.053, -0.087, 0.008, -0.026, -0.161, -0.011, -0.092, 0.021, 0.115, 0.131, 0.171, 0.124, 0.124, 0.110, 0.110, 0.030, -0.435, -0.027, -0.061, -0.528, -0.187, 0.022, 0.129, 0.127, 0.124, 0.115]
}